Molecular formula: C6H20O6
Method: DFT, ωB97M-V/def2-TZVPD

XYZ file:
```
32
Properties=species:S:1:pos:R:3
O -2.21386 0.67146 -0.12655
C -1.45472 0.58877 -1.08419
O -1.11912 1.62016 -1.83602
C -0.79952 -0.68713 -1.52948
C 0.72872 -0.56310 -1.48093
C 1.29247 -0.29931 -0.07778
C 2.75298 0.13667 -0.18380
C 1.17428 -1.52877 0.81962
H -1.35615 2.47382 -1.38270
H -1.10620 -0.87324 -2.55707
H -1.13040 -1.51404 -0.90693
H 1.05019 0.25256 -2.12067
H 1.20041 -1.47528 -1.88772
H 0.73413 0.52736 0.35847
H 3.34781 -0.64066 -0.65703
H 2.83507 1.05664 -0.75644
H 3.15975 0.35029 0.80953
H 0.19257 -1.97723 0.80778
H 1.44604 -1.30226 1.84383
H 1.85963 -2.30127 0.47665
H -0.46683 -4.89637 -0.34944
H 0.38100 -4.00950 -1.23152
O -0.35804 -3.98766 -0.60084
H -0.89389 -0.34024 2.50970
H -1.97115 0.32581 1.65999
O -1.51610 0.39045 2.51401
H -0.62752 3.41572 2.65160
H -0.77407 1.94115 2.20134
O -0.44471 2.81757 1.92249
H -2.68331 2.95797 -0.05059
H -1.33176 3.37092 0.51553
O -1.90771 3.49873 -0.27083
```

Energy above the lowest of the compared OMol25 structures with the same formula, charge and spin ... 0.000 eV
SMILES string ... CC(C)CCC(=O)O.O.O.O.O
Total charge ... 0
HOMO energy ... -10.35 eV
Maximum force ... 0.913 eV/A
Kohn-Sham gap ... 0.397 Eh